No. 1
Density functional theory data (ωB97M-V/def2-TZVPD) for C11H20Cl2O5STc as an isolated structure.

Its net charge is -2. The spin multiplicity is 4. The gap between HOMO and LUMO (alpha / beta) is 5.5179 / 6.1970 eV.

Each line ends with the Löwdin charge.
Positions of all 40 atoms, in Å:
C -0.0390 0.7101 -2.1928  -0.271
C -1.4211 0.6906 -1.6309  -0.508
C -1.7421 -0.7483 -1.4945  -0.335
C -2.3883 1.6785 -2.2012  -0.122
C -0.6229 -1.4918 -1.9347  -0.260
C 0.4088 -0.6001 -2.3355  -0.247
C 1.6797 -1.0287 -2.9690  -0.061
C 0.6745 1.8954 -2.6993  -0.086
C -3.0293 -1.3809 -1.1340  -0.116
C -0.5638 -2.9589 -2.0672  -0.064
Tc -0.9180 0.5477 0.4247  1.155
Cl -3.0636 1.0067 0.7912  0.090
Cl -0.8383 2.8497 0.5440  -0.093
O -0.2600 -1.1930 0.7472  -0.450
H -1.8574 2.5530 -2.5722  0.055
H -3.1313 2.0008 -1.4832  0.006
H -2.8957 1.1657 -3.0223  0.076
H -3.5487 -0.7828 -0.3708  -0.031
H -2.8569 -2.3746 -0.7003  0.067
H -3.6953 -1.4844 -1.9984  0.067
H -1.1845 -3.4470 -1.3118  0.065
H 0.4628 -3.3185 -1.9490  0.061
H -0.9186 -3.2805 -3.0568  0.074
H 2.0339 -1.9641 -2.5230  0.061
H 2.4544 -0.2628 -2.8529  0.063
H 1.5488 -1.2181 -4.0442  0.074
H 0.3398 2.8184 -2.2080  0.052
H 0.5218 2.0116 -3.7855  0.074
H 1.7592 1.7758 -2.5432  0.068
H 0.1732 -1.5034 1.6249  -0.015
O 1.1263 0.9592 0.6088  -0.538
H 1.7488 0.2342 0.4057  -0.031
C 0.4453 0.9171 4.0810  -0.169
S -0.5009 -0.5344 3.7354  0.449
O 0.4057 -1.5826 3.2038  -0.382
O -1.2266 -0.9116 4.9309  -0.366
O -1.4150 -0.0047 2.6479  -0.563
H 0.9104 0.7996 5.0591  0.044
H -0.2699 1.7445 4.1087  0.062
H 1.1720 1.0681 3.2775  0.048

---

No. 2
Density functional theory data (ωB97M-V/def2-TZVPD) for one molecule with the formula C8H12BrNO2S.

The spin multiplicity is 3. The gap between HOMO and LUMO (alpha / beta) is 5.3412 / 4.8800 eV.

Each line ends with the Löwdin charge.
Positions of all 25 atoms, in Å:
C -2.6071 -1.1568 0.1607  -0.556
C -3.4851 0.1303 0.4410  -0.578
C -0.3321 -0.6551 -0.7536  -0.196
C -2.0969 0.9559 -0.4725  -0.276
C 0.2299 0.1654 0.5120  -0.613
C 0.0938 -0.0367 -2.1646  0.003
C 0.1466 -0.6836 1.6775  -0.127
C 1.7352 0.6346 0.4463  -0.040
N -1.8072 -0.4194 -0.6581  -0.080
O -2.6058 -2.2793 0.4934  0.133
O -0.2541 2.7152 -0.0918  -0.515
S -0.8485 1.6549 0.6952  0.987
Br -5.2568 0.2707 -0.2005  0.708
H -3.3807 0.5883 1.4672  0.090
H -0.1540 -1.7996 -0.5359  0.186
H -2.2505 1.4190 -1.4418  0.128
H -0.0497 1.0488 -2.0213  0.076
H -0.6218 -0.2171 -2.9434  0.078
H 1.0745 -0.3333 -2.3416  0.055
H -0.8689 -0.9225 1.9782  0.084
H 0.4591 -0.1696 2.5402  0.070
H 0.7584 -1.5986 1.5494  0.121
H 2.1603 -0.2537 -0.0347  0.085
H 2.1720 0.6874 1.5024  0.114
H 1.9241 1.4466 -0.2260  0.064

---

No. 3
Density functional theory data (ωB97M-V/def2-TZVPD) for one molecule with the formula ClH2PS.

The calculation puts the energy above the lowest of the compared OMol25 structures with the same formula, charge and spin at 344.9 kJ/mol. The spin multiplicity is 1. The gap between HOMO and LUMO (alpha / beta) is 6.5119 / 6.5125 eV.

Each line ends with the Löwdin charge.
Positions of all 5 atoms, in Å:
P -0.8733 0.0149 -0.3161  0.628
S -1.7707 -3.1936 1.9208  -0.129
Cl -1.0034 -1.3348 1.5189  -0.125
H -0.5405 1.0958 0.5004  -0.149
H -2.1524 0.1507 -0.1256  -0.225

---

no.,F_max (eV/A),E_tot (Eh)
1,4.0,-2206.76147
2,5.6,-3489.16139
3,3.2,-1200.80950